(P)
Formula: C3H3BrS
Source: the OMol25 dataset
Level of theory: the ωB97M-V functional and the def2-TZVPD basis

Structure (XYZ):
```
8
Properties=species:S:1:pos:R:3
C 0.117 0.402 0.612
C 2.474 -1.266 0.463
C -0.948 0.853 -0.003
S 1.002 -1.048 0.007
Br -0.413 -1.834 -2.065
H 0.586 0.797 1.497
H -1.469 1.719 0.371
H -1.347 0.376 -0.882
```

Properties
Orbital gap (alpha / beta): 6.86 / 7.85 eV
Net charge: 0
E_HOMO (alpha / beta): -9.26 / -9.55 eV

(Q)
Formula: C3H3BrS
Source: the OMol25 dataset
Level of theory: the ωB97M-V functional and the def2-TZVPD basis

Structure (XYZ):
```
8
Properties=species:S:1:pos:R:3
C 0.023 0.675 0.111
C -1.353 -0.137 0.008
C 1.377 0.256 0.060
S 2.653 1.328 -0.015
Br -3.037 0.517 0.031
H -0.133 1.694 0.051
H -1.351 -1.267 -0.114
H 1.734 -0.787 -0.187
```

Properties
Orbital gap (alpha / beta): 7.25 / 7.04 eV
Net charge: 0
SMILES: S=C/C=C/Br
E_HOMO (alpha / beta): -8.78 / -8.71 eV

Pick the least stable structure from those above. Pick: (P)